Version one
Computed, not measured: 2 unconnected molecules or ions with the total composition C4H11NPS, with ωB97M-V with the def2-TZVPD basis set.

Element x y z (Å)
C 2.3811 -0.7506 0.0276
C -0.4453 0.5617 1.4257
C -2.0511 -0.0467 -0.1876
C 0.1927 -0.0887 -0.8619
N -0.6914 -0.3792 0.2780
P 0.6740 1.5565 -1.2970
S 0.9642 1.3448 -3.2230
H 2.5490 -1.2349 -0.9203
H 2.8197 0.1441 0.5292
H 2.1368 -1.3907 0.7552
H -1.1774 0.4177 2.2201
H 0.6533 0.3688 1.7695
H -0.3993 1.6931 1.1433
H -2.6736 -0.3979 0.6521
H -2.0598 1.0657 -0.1363
H -2.3099 -0.6868 -1.1043
H 0.0963 -0.8853 -1.6409
H -0.6593 -1.2915 0.5706

**Spin multiplicity**: 1
**Net charge**: +1

Version two
Computed, not measured: a molecular structure, C4H11NPS, with ωB97M-V with the def2-TZVPD basis set.

Element x y z (Å)
C 0.6100 0.9770 -0.0037
C 1.0968 -1.5322 1.2808
C 0.4431 0.1756 -1.1971
C -0.7386 0.0387 -1.8465
N -0.7164 0.9871 2.6276
P -0.9180 -0.3675 -3.5823
S 1.1774 0.0629 1.5800
H 1.4245 1.6802 -0.1727
H -0.2943 1.2910 0.4040
H 1.2344 -1.9400 2.2504
H 1.1356 -2.2109 0.4302
H 1.3460 -0.3164 -1.5722
H -1.4966 0.6507 -1.3985
H -1.6884 0.7793 2.2643
H -0.4444 1.9409 2.8585
H -0.5990 0.5237 3.4766
H -1.8020 -1.5325 -3.4200
H 0.2299 -1.2076 -3.9794

**Spin multiplicity**: 1
**Net charge**: +1

Which structure is most stable? version two, by 0.0306 hartree over the runner-up.

Version one
Computed, not measured: C8H12S in the gas phase, with ωB97M-V with the def2-TZVPD basis set.

Element x y z (Å)
C 0.9334 -1.4535 -0.7955
C -0.2848 -1.1703 -0.4896
C 1.7026 1.7205 -0.4759
C 1.5592 2.9580 -0.0647
C 2.2414 -0.8733 -0.1377
C -1.6891 0.7755 -0.2946
C -2.2104 -1.6152 0.8587
C -1.1713 -0.5141 0.4013
S 2.8031 0.6223 -1.0753
H 0.9937 -2.1175 -1.7257
H 2.2935 3.4984 0.3697
H 0.6848 3.4212 -0.0922
H 1.9815 -0.7501 0.8509
H 3.1460 -1.6547 -0.2387
H -1.0264 1.6140 0.0942
H -2.6848 0.8949 -0.0360
H -1.5050 0.5671 -1.3019
H -1.6918 -2.5648 0.9956
H -2.8976 -1.6830 -0.0227
H -2.5091 -1.3752 1.8696
H -0.6690 -0.3001 1.3105

**Spin multiplicity**: 1
**Net charge**: 0

Version two
Computed, not measured: 2 unconnected molecules or ions with the total composition C8H12S, with ωB97M-V with the def2-TZVPD basis set.

Element x y z (Å)
C 3.6905 -0.4375 -0.6659
C 3.8327 0.8589 0.1573
C -0.0774 1.4884 -0.1823
C 2.6812 0.6159 -0.4248
C -1.3212 1.3505 0.0577
C -1.3721 -1.6276 -0.5143
C -1.9150 0.2958 0.9199
C -1.1788 -0.9548 0.8292
S -2.4645 2.7369 -0.4209
H 4.2834 -0.7101 -1.4962
H 3.3397 -1.2810 -0.0298
H 4.3283 1.2923 0.9897
H 0.4943 2.0064 -0.8468
H -2.4269 -1.7450 -0.7576
H -1.0514 -2.5739 -0.5366
H -0.9589 -1.1811 -1.4198
H -2.0078 0.6783 1.9211
H -2.9557 0.0451 0.5477
H -0.1180 -0.9896 1.0769
H -1.5422 -1.6073 1.7226
H -3.2603 1.7394 -0.9271

**Spin multiplicity**: 1
**Net charge**: 0

Which structure is most stable? version one, by 0.1125 hartree over the runner-up.

Version one
Computed, not measured: a molecular structure, C37H74O17, with ωB97M-V with the def2-TZVPD basis set.

Element x y z (Å)
O 64.0390 53.7860 6.9320
C 63.5570 53.6660 7.9680
O 62.2130 53.3760 8.1800
C 61.4620 52.9110 7.0400
C 59.9770 52.7870 7.6630
C 64.2430 53.7310 9.3280
H 61.9030 51.9360 6.6640
H 61.6070 53.5580 6.2430
H 59.6480 53.5920 8.1670
H 59.7050 51.8570 8.3910
H 59.2040 52.6750 6.9250
H 63.9210 52.8120 9.6470
H 63.9220 54.6860 9.8910
H 65.2540 53.5920 8.9760
O 68.1460 51.9810 2.7050
C 67.1660 52.5390 2.4150
O 66.1780 53.0030 3.1860
C 66.2720 52.7730 4.5710
C 65.2320 53.4880 5.5870
C 66.8770 52.8560 0.9990
H 67.2850 52.8970 4.6310
H 66.2380 51.7030 4.5610
H 65.0960 52.9880 6.5810
H 64.3140 53.4740 5.1060
H 65.6990 54.4020 5.5340
H 67.4250 52.3720 0.3640
H 67.0540 54.1430 0.6310
H 65.8480 52.8960 0.7170
O 54.0480 55.0270 12.9460
C 54.1410 54.2560 12.0700
O 55.0500 54.2920 11.1160
C 56.1460 55.1910 11.1760
C 57.1970 55.0470 10.0300
C 53.1320 53.1690 11.7810
H 56.4520 55.1600 12.0650
H 55.5630 56.0440 11.2750
H 58.0310 55.7460 9.9950
H 56.7300 55.2820 9.0300
H 57.5700 54.0590 9.9680
H 52.2050 53.5270 12.4800
H 53.6080 52.3470 12.2340
H 52.9610 53.1140 10.9320
O 67.7420 48.3000 11.6850
C 68.2360 49.0020 10.9880
O 67.6760 50.1400 10.4510
C 66.3470 50.3370 10.7220
C 65.8610 51.6120 9.9090
C 69.7410 49.0200 10.6240
H 66.4840 50.6770 11.7260
H 65.8230 49.3960 10.6530
H 66.1310 51.5140 8.7240
H 66.1730 52.4990 10.4010
H 64.7980 51.7820 9.9640
H 70.0560 49.8400 10.8820
H 70.0340 48.5900 9.7480
H 70.1510 48.4000 11.3220
O 61.7100 56.8960 5.2360
C 62.7910 56.8920 5.7750
O 63.0770 57.0540 7.0990
C 61.9250 57.2580 7.8780
C 62.4180 57.6430 9.3300
C 64.0830 56.8290 5.0360
H 61.4640 56.4160 7.9580
H 61.1850 57.8970 7.5730
H 61.7030 57.5820 10.0590
H 62.8790 58.6410 9.3250
H 63.0370 57.0260 9.8660
H 64.8030 56.2640 5.6420
H 64.4120 57.7840 4.6190
H 63.9060 56.3150 4.1070
O 62.3110 47.3670 8.0640
C 61.9040 48.4570 7.8570
O 62.8190 49.4910 7.5590
C 64.1800 49.1860 7.5930
C 65.0170 50.4870 7.3280
C 60.4750 48.9840 7.8380
H 64.6150 48.3220 6.7960
H 64.5110 48.7490 8.5000
H 64.8610 51.1180 6.3550
H 66.0550 50.3220 7.0340
H 64.9570 51.2000 8.2230
H 60.2860 49.5510 8.6480
H 59.8560 48.1310 8.0130
H 60.1540 49.6080 6.9890
O 53.9850 51.8320 8.1500
C 54.4380 52.7340 7.3740
O 53.7530 53.7300 6.7020
C 52.4950 53.9890 7.2760
C 51.8230 55.0600 6.3070
C 55.7850 52.6500 6.7670
H 52.2340 54.0410 8.3600
H 51.8220 53.0600 7.1430
H 51.6540 54.5960 5.3000
H 52.4750 55.9590 6.2200
H 50.9960 55.4930 6.7150
H 56.4470 51.7680 7.2800
H 56.1200 53.6040 6.9250
H 55.7770 52.7860 5.7740
C 62.2960 52.5630 12.3370
C 62.4620 53.9460 12.6430
O 63.7110 54.5820 12.6270
C 61.2270 54.7300 12.9120
H 61.6330 52.6360 11.5170
H 61.7830 51.9230 13.1390
H 63.1310 52.0900 12.3090
H 61.4130 55.2620 13.7080
H 60.2770 54.1680 13.3210
H 60.9890 55.4020 12.0710
C 64.4480 57.0560 8.1990
C 65.4400 56.1480 9.2060
O 65.1830 56.0420 10.4440
C 66.6620 55.6140 8.4740
H 63.9560 56.5600 7.5450
H 65.1280 57.7680 7.7350
H 63.5130 57.6240 8.7460
H 66.5900 55.9120 7.4580
H 66.6800 54.5900 8.4780
H 67.6920 55.9050 9.0810
C 60.0330 51.9360 3.2850
C 59.1990 53.3690 3.2450
O 57.9620 53.1910 2.6910
C 59.8270 54.6080 3.9030
H 59.2530 50.9910 3.0800
H 60.4820 52.0200 4.1850
H 60.6590 51.9570 2.5570
H 60.8260 54.5950 3.8830
H 59.3020 54.6820 4.7270
H 59.6230 55.4550 3.1750

**Spin multiplicity**: 1
**Net charge**: 0

Version two
Computed, not measured: 10 unconnected molecules or ions with the total composition C37H74O17, with ωB97M-V with the def2-TZVPD basis set.

Element x y z (Å)
O -3.9264 0.7897 -4.2587
C -3.0902 1.4363 -4.9463
O -2.0871 2.3663 -4.5570
C -2.1626 2.9430 -3.2429
C -0.9378 3.9060 -3.2369
C -3.0451 1.1737 -6.4431
H -1.8243 2.1103 -2.3903
H -3.0305 3.4433 -3.0395
H -0.0922 3.4860 -3.8457
H -0.7888 4.2987 -2.1968
H -1.1034 4.7476 -3.8856
H -3.2920 0.0041 -6.6752
H -2.1674 1.3552 -7.0651
H -3.7096 1.8119 -6.9723
O -4.7623 2.9924 -0.7988
C -5.8413 2.3748 -0.6700
O -6.1502 1.6615 0.4347
C -5.1706 1.4085 1.4323
C -5.9649 1.0029 2.7202
C -6.8837 2.2591 -1.6498
H -4.7180 2.3467 1.4142
H -4.5658 0.5789 1.2676
H -6.5184 0.1361 2.7190
H -6.4546 1.8496 3.2202
H -5.3030 0.5710 3.4067
H -7.5088 3.0712 -1.3656
H -7.3869 1.3276 -1.7187
H -6.5879 2.3675 -2.6165
O -2.7119 0.2933 6.6214
C -2.1297 0.8946 5.6905
O -1.0612 0.4326 4.9317
C -0.5471 -0.9186 5.1639
C 0.7621 -0.9279 4.5483
C -2.5441 2.2380 5.0972
H -1.2674 -1.7952 4.7709
H -0.6068 -0.9214 6.2114
H 1.1869 -2.0379 4.5261
H 1.7192 -0.2505 4.7994
H 0.5050 -0.6239 3.5976
H -2.0593 3.0024 5.3042
H -3.4877 2.5464 5.6876
H -2.5652 2.1561 3.8685
O -2.9309 -3.0940 -0.8375
C -3.2602 -2.0111 -0.5319
O -3.5406 -1.6528 0.7946
C -3.3148 -2.5717 1.8544
C -3.7163 -1.8467 3.0978
C -3.5847 -0.8995 -1.5033
H -2.2702 -2.8413 1.8203
H -4.0211 -3.3882 1.7503
H -2.8730 -0.9793 3.2230
H -3.5701 -2.6971 3.8256
H -4.6536 -1.4402 3.1034
H -4.7297 -0.6114 -1.4958
H -3.5634 -1.5054 -2.5154
H -3.0485 0.1905 -1.3955
O 3.6050 5.0428 0.7073
C 2.3700 4.7825 0.5055
O 1.6184 5.5931 -0.1648
C 2.0219 6.8404 -0.7094
C 0.9063 7.4851 -1.5248
C 1.7358 3.5946 1.0408
H 2.9002 6.6884 -1.4016
H 2.1523 7.3780 0.0127
H 1.3068 8.2422 -2.0815
H 0.2578 7.6388 -0.8278
H 0.3188 6.8653 -2.1912
H 2.5154 3.2423 1.7166
H 1.5703 2.7850 0.3429
H 0.8975 3.8795 1.6163
O 7.5661 -4.3531 0.1258
C 6.4214 -4.6647 -0.2808
O 5.4406 -3.9343 -0.6632
C 5.6322 -2.5462 -0.7370
C 4.3648 -1.7283 -0.8512
C 6.1014 -6.1528 -0.6136
H 6.1017 -2.1586 -1.6386
H 6.0625 -2.2258 0.2141
H 4.0536 -1.8059 -1.8420
H 4.6570 -0.7181 -0.5860
H 3.5767 -2.1696 -0.3890
H 5.2506 -6.2134 -1.4773
H 5.7400 -6.5568 0.3949
H 6.9756 -6.7263 -0.9550
O 3.2415 0.8256 2.1292
C 4.2793 0.1470 2.1717
O 5.5168 0.3197 1.5931
C 5.8638 1.6472 1.2654
C 7.3339 1.6481 0.8270
C 4.2131 -1.2292 2.9933
H 5.8293 2.4336 2.1309
H 5.3649 1.8426 0.4317
H 8.0804 1.0440 1.4559
H 7.7631 2.7719 0.8747
H 7.4931 1.2866 -0.1162
H 3.2081 -1.4831 3.3274
H 4.8128 -1.2443 3.9688
H 4.5562 -2.0330 2.3160
C 2.0930 -4.9317 -1.5236
C 1.0898 -5.8007 -0.7286
O 1.3428 -7.0216 -0.4727
C -0.1533 -5.1364 -0.2826
H 3.1050 -5.5464 -1.3610
H 1.7700 -4.0009 -1.1257
H 1.8270 -5.0128 -2.6940
H -0.8314 -5.6933 0.4280
H -0.8490 -4.8526 -0.9088
H 0.0302 -4.2033 0.5280
C -0.7913 -3.4396 -3.7719
C 0.0949 -2.2717 -3.5989
O 1.4806 -2.4153 -3.3777
C -0.5039 -0.9761 -3.7739
H -0.0676 -4.2847 -3.7239
H -1.4504 -3.3919 -4.8591
H -1.4501 -3.5302 -2.8698
H -1.3948 -0.7646 -3.2219
H -0.5406 -0.8099 -4.9626
H 0.1972 -0.1457 -3.4875
C 0.3235 -0.7977 0.2692
C -0.5258 0.5063 0.0962
O -0.1954 1.3367 -1.0017
C -1.6355 0.8640 1.1351
H 0.9882 -0.7942 -0.5711
H -0.3456 -1.5876 0.5825
H 1.0163 -0.8317 1.0446
H -1.2313 1.6225 1.9044
H -1.8404 0.0116 1.8257
H -2.2715 1.2598 0.3432

**Spin multiplicity**: 1
**Net charge**: 0
**SMILES**: CCOC(C)=O.CCOC(C)=O.CCOC(C)=O.CCOC(C)=O.CCOC(C)=O.CCOC(C)=O.CCOC(C)=O.CC(C)=O.CC(C)=O.CC(C)=O

Which structure is most stable? version two, by 0.6816 hartree over the runner-up.

Version one
Computed, not measured: a molecular structure, BaH14O7, with ωB97M-V with the def2-TZVPD basis set.

Element x y z (Å)
Ba 13.8783 -22.9618 -13.1294
O 14.7822 -23.8915 -10.6579
H 14.4305 -24.5579 -10.0675
H 15.5224 -23.5155 -10.1816
O 15.0924 -22.2535 -15.4171
H 14.6265 -21.9087 -16.1788
H 16.0177 -22.1122 -15.6176
O 12.5817 -21.2218 -11.2119
H 11.9311 -21.4969 -10.5660
H 12.1435 -20.5373 -11.7175
O 12.1723 -25.0579 -12.5694
H 12.1284 -25.8919 -12.1016
H 11.4541 -25.0988 -13.2009
O 13.4657 -20.3414 -14.1053
H 13.5374 -20.0410 -15.0114
H 14.0053 -19.7285 -13.6059
O 14.4641 -25.3535 -14.6683
H 15.1133 -26.0350 -14.4939
H 13.9095 -25.7208 -15.3565
O 11.4365 -22.5391 -14.1849
H 10.8898 -23.3248 -14.1965
H 10.8129 -21.8129 -14.1786

**Spin multiplicity**: 1
**Net charge**: +2

Version two
Computed, not measured: a molecular structure, BaH14O7, with ωB97M-V with the def2-TZVPD basis set.

Element x y z (Å)
Ba -13.0421 18.2689 10.5289
O -15.5177 17.7544 9.2262
H -16.0092 17.2037 9.8332
H -16.0541 18.4138 8.7897
O -12.8940 18.4295 13.1759
H -12.1395 18.2203 13.6997
H -13.5731 17.9001 13.5489
O -15.1407 19.5820 11.9819
H -15.3953 19.2840 12.8685
H -15.9834 19.6118 11.5063
O -11.1418 19.9332 9.1733
H -10.6298 20.4166 9.8130
H -10.5421 19.3559 8.6974
O -14.0507 20.6149 9.3234
H -13.8557 21.5235 9.2324
H -15.0281 20.6204 9.3394
O -13.3232 15.6910 9.5713
H -13.2793 15.3678 8.6385
H -13.9509 15.0869 9.9588
O -10.8790 16.9770 9.0486
H -10.4772 16.9109 8.2044
H -10.9394 16.0625 9.3776

**Spin multiplicity**: 1
**Net charge**: +2

Which structure is most stable? version one, by 0.0203 hartree over the runner-up.

Version one
Computed, not measured: C4H4NP in the gas phase, with ωB97M-V with the def2-TZVPD basis set.

Element x y z (Å)
C 0.2505 -2.1355 0.3088
C 0.0396 -0.9693 -0.4126
C 0.1520 0.2517 0.0022
C -0.0253 -2.1817 -1.2169
N 0.1741 1.3887 0.4206
P -0.4528 2.4587 1.5420
H 0.7474 -2.5350 -1.8585
H -1.0188 -2.6543 -1.5668
H -0.5932 3.6416 0.6194
H 0.7265 2.7351 2.1619

**Spin multiplicity**: 1
**Net charge**: 0

Version two
Computed, not measured: 2 unconnected molecules or ions with the total composition C4H4NP, with ωB97M-V with the def2-TZVPD basis set.

Element x y z (Å)
C -0.5624 0.1483 -0.5205
C 0.3733 -0.9037 -0.4899
C -1.7014 0.4844 0.1208
C 1.2687 -1.7423 -0.3032
N -2.8030 0.7979 0.5045
P 3.0672 0.6209 0.4308
H -0.2885 0.8663 -1.3491
H 1.8987 -2.5341 -0.5141
H -3.1050 1.3601 1.2558
H 1.8525 0.9022 0.8649

**Spin multiplicity**: 1
**Net charge**: 0

Which structure is most stable? version one, by 0.0176 hartree over the runner-up.

Version one
Computed, not measured: C3H3N3 in the gas phase, with ωB97M-V with the def2-TZVPD basis set.

Element x y z (Å)
C 0.7882 -0.1548 -0.1622
C -1.3590 -0.5990 0.1452
C -1.2441 0.8189 -0.0059
H 2.0669 1.0534 0.2631
H -2.2135 -1.2080 0.0970
H -1.7913 1.6802 -0.0148
N 2.0523 -0.1715 0.0978
N -0.2700 -1.1688 -0.0853
N 0.0502 1.0667 -0.0422

**Spin multiplicity**: 1
**Net charge**: 0
**SMILES**: N=C1N=CC=N1

Version two
Computed, not measured: C3H3N3 in the gas phase, with ωB97M-V with the def2-TZVPD basis set.

Element x y z (Å)
N -0.9479 -0.9623 -0.2000
C -0.0650 0.1129 -0.1784
C 1.2876 -0.1662 0.1321
N 2.4667 -0.4633 0.1329
C -0.4785 1.4693 -0.1331
N -0.8261 2.5793 -0.1043
H -1.8865 -0.7862 0.1278
H -0.9200 -1.5228 -1.0422
H 1.3697 -0.2608 1.2652

**Spin multiplicity**: 1
**Net charge**: 0

Which structure is most stable? version one, by 0.0561 hartree over the runner-up.

Version one
Computed, not measured: C3H3N3 in the gas phase, with ωB97M-V with the def2-TZVPD basis set.

Element x y z (Å)
N 0.2013 1.2842 -0.2650
C 0.1454 -0.0109 0.4137
C -1.2463 -0.4881 0.5534
N -2.3498 -0.8163 0.6530
C 0.9416 -1.0476 -0.2799
N 1.6045 -1.8115 -0.8385
H 0.8548 1.2602 -1.0401
H -0.7091 1.5448 -0.6239
H 0.5576 0.0852 1.4273

**Spin multiplicity**: 1
**Net charge**: 0
**SMILES**: N#CC(N)C#N

Version two
Computed, not measured: C3H3N3 in the gas phase, with ωB97M-V with the def2-TZVPD basis set.

Element x y z (Å)
C 0.2899 -0.2846 -0.2677
C -2.8263 1.4113 0.0030
C 1.6784 0.0128 -0.0322
N -2.5493 0.2822 0.0655
N -1.9737 -0.9114 0.0873
N -0.7338 -0.7780 0.0399
H 1.7683 0.8423 0.6733
H 2.1736 -0.8573 0.3972
H 2.1729 0.2827 -0.9663

**Spin multiplicity**: 1
**Net charge**: 0

Version three
Computed, not measured: 2 unconnected molecules or ions with the total composition C3H3N3, with ωB97M-V with the def2-TZVPD basis set.

Element x y z (Å)
C 1.1657 1.6463 0.1323
C 2.1711 -0.8878 0.1302
C 0.4763 0.4540 0.4368
N 1.7292 2.6064 -0.1425
N 3.0142 -1.6260 -0.0879
N -0.5430 0.0481 -0.3797
H 0.3682 0.2138 1.4864
H -0.4362 0.2433 -1.3664
H -0.9358 -0.8628 -0.1870

**Spin multiplicity**: 1
**Net charge**: 0

Which structure is most stable? version one, by 0.0643 hartree over the runner-up.

Version one
Computed, not measured: C3H3N3 in the gas phase, with ωB97M-V with the def2-TZVPD basis set.

Element x y z (Å)
N -0.3361 -1.4903 -0.4283
C 0.4810 0.5763 0.6483
C 0.6300 -0.6055 -0.1173
N 1.8144 -0.2296 -0.2407
C -0.2497 1.6755 0.0607
N -0.8697 2.5571 -0.3704
H -1.1623 -1.3529 0.1381
H -0.5170 -1.6268 -1.4051
H 0.3367 0.4596 1.7231

**Spin multiplicity**: 1
**Net charge**: 0
**SMILES**: N#C[C@@H]1N=C1N

Version two
Computed, not measured: C3H3N3 in the gas phase, with ωB97M-V with the def2-TZVPD basis set.

Element x y z (Å)
C -0.0199 -0.7168 -0.5161
C -0.7578 0.5746 -0.2601
N -0.3185 1.4499 0.5820
N 0.0680 2.2170 1.3305
N 1.9402 -1.1001 1.1810
C 1.0802 -0.9384 0.4261
H -0.7090 -1.5639 -0.4260
H -1.6698 0.8264 -0.7818
H 0.3866 -0.7488 -1.5356

**Spin multiplicity**: 1
**Net charge**: 0

Which structure is most stable? version two, by 0.0217 hartree over the runner-up.